Arrangement w

C5H10N3O2 | ωB97M-V/def2-TZVPD

Atoms and positions in Å:
C 0.0153 0.1394 -2.2447
C 0.6548 -0.3652 -0.9610
O 1.8872 -0.8790 -1.1457
N 0.7831 0.6912 0.0547
C -0.0474 0.8705 1.1186
N 0.2292 1.8909 1.8812
N -1.1771 0.1668 1.3328
C -1.0916 -1.2144 1.0985
C -0.5300 -1.6626 -0.2634
O -0.5756 -2.7022 -0.8335
H -0.7927 0.7713 -1.9821
H -0.2987 -0.7780 -2.7726
H 0.6369 0.9024 -2.8151
H 2.0480 -0.7438 -2.1023
H 1.6760 1.0910 0.1786
H -0.3701 2.2131 2.6422
H 0.9090 2.6191 1.6298
H -1.6174 0.3528 2.2284
H -2.0799 -1.7083 1.3008
H -0.2590 -1.6548 1.6549

## Properties
HOMO-LUMO gap in eV: 9.58
Spin multiplicity: 1
HOMO in eV: -12.9
Total charge: +1

Arrangement x

C5H10N3O2 | ωB97M-V/def2-TZVPD

Atoms and positions in Å:
C -1.2606 1.0125 2.6609
C -0.8085 -0.1252 1.8235
C -0.1987 0.4087 0.6024
C 0.4217 -0.6063 -0.3478
C 0.8249 0.0330 -1.9445
N 2.0910 0.1756 -1.9813
N 3.1875 -0.0559 -1.9601
N 0.2856 -1.0669 -3.1062
O 0.5462 -2.1854 -2.8549
O -0.2689 -0.5101 -3.9401
H -1.9126 0.8164 3.5817
H -1.9467 1.5197 2.0528
H -0.4522 1.5710 3.0407
H -0.1490 -0.7659 2.4366
H -1.5162 -0.8550 1.4632
H 0.5733 0.9879 0.9924
H -0.7300 1.2034 0.0379
H 1.4177 -1.0016 0.0537
H -0.2960 -1.3955 -0.5398
H 0.1917 0.8397 -2.0713

## Properties
HOMO-LUMO gap in eV: 8.26
Spin multiplicity: 1
HOMO in eV: -14.9
Total charge: +1

Arrangement y

C5H10N3O2 | ωB97M-V/def2-TZVPD

Atoms and positions in Å:
C -0.4163 0.4128 -0.0516
C -0.3667 1.4196 -0.9808
C -0.6776 -1.2088 1.6857
C 1.7237 -0.4810 1.0522
C 0.1965 -0.1338 1.1467
N -0.5815 -0.4085 -2.3137
N -0.6418 -1.0530 -1.2086
N -0.2793 2.7334 -0.9577
O -0.8510 -2.2398 -1.1986
O -0.3965 0.9252 -2.2672
H -0.2231 -1.8580 2.5120
H -0.9339 -1.8929 0.7865
H -1.6135 -0.8041 2.1465
H 1.7923 -1.4992 0.6049
H 2.1436 -0.7163 2.0164
H 2.2367 0.3049 0.4744
H 0.0060 0.7849 1.8201
H -0.5237 -0.7976 -3.2593
H -0.3690 3.2924 -0.0892
H -0.2249 3.2199 -1.9185

## Properties
HOMO-LUMO gap in eV: 9.05
Spin multiplicity: 1
HOMO in eV: -13.5
Total charge: +1

Pick arrangement w: it beats the second-best structure by 6.273 eV.

Arrangement w

C22H31N2O3 | ωB97M-V/def2-TZVPD

Atoms and positions in Å:
C -7.5173 -1.1364 -0.9845
O -6.6308 -1.2721 0.1026
C -5.4405 -0.6280 0.0604
C -4.9923 0.1670 -0.9912
C -3.7573 0.7834 -0.9170
C -2.9341 0.6169 0.1901
N -1.6970 1.3065 0.2214
C -1.0561 1.5291 1.4921
C -0.1143 2.7278 1.3539
N 0.8941 2.4373 0.3149
C 1.9598 3.4586 0.2162
C 3.2755 2.8692 -0.3207
O 3.0729 2.4765 -1.6593
C 3.8032 1.7152 0.5692
O 2.8183 0.7562 0.9224
C 2.8953 -0.5259 0.3508
C 3.1021 -0.7302 -1.0009
C 3.1250 -2.0288 -1.4808
C 2.9355 -3.1187 -0.6444
C 2.9740 -4.5081 -1.1936
C 2.7088 -2.8987 0.7208
C 2.4988 -4.0468 1.6538
C 2.6926 -1.5993 1.2037
C 0.2165 2.1660 -0.9725
C -0.7245 0.9783 -0.7958
C -3.3799 -0.1849 1.2372
C -4.6160 -0.7913 1.1748
H -8.3927 -1.7284 -0.7242
H -7.8164 -0.0940 -1.1303
H -7.0803 -1.5253 -1.9095
H -5.5996 0.3227 -1.8681
H -3.4362 1.4137 -1.7328
H -1.8149 1.7621 2.2396
H -0.4736 0.6558 1.8382
H 0.3886 2.9187 2.3030
H -0.6813 3.6126 1.0574
H 1.4087 1.5609 0.5995
H 1.6283 4.2637 -0.4435
H 2.1485 3.8678 1.2100
H 4.0255 3.6712 -0.2732
H 3.9130 2.4390 -2.1293
H 4.1662 2.1451 1.5093
H 4.6434 1.2268 0.0664
H 3.2355 0.1000 -1.6768
H 3.2923 -2.1919 -2.5347
H 3.1524 -4.4968 -2.2651
H 2.0333 -5.0227 -1.0028
H 3.7653 -5.0847 -0.7165
H 3.3653 -4.7064 1.6451
H 1.6364 -4.6367 1.3463
H 2.3386 -3.6994 2.6705
H 2.5293 -1.4072 2.2533
H 0.9702 1.9606 -1.7318
H -0.3545 3.0532 -1.2540
H -1.2349 0.7751 -1.7361
H -0.1348 0.0816 -0.5280
H -2.7660 -0.3462 2.1097
H -4.9682 -1.4094 1.9846

## Properties
HOMO-LUMO gap in eV: 7.96
Spin multiplicity: 1
HOMO in eV: -10.2
Total charge: +1

Arrangement x

C22H31N2O3 | ωB97M-V/def2-TZVPD

Atoms and positions in Å:
C 6.8686 2.7174 0.8763
C 5.3661 2.9575 1.0401
C 4.5864 1.8815 0.3435
C 4.2747 1.9896 -1.0080
C 3.6015 0.9809 -1.6640
C 3.2258 -0.1712 -0.9787
O 2.5560 -1.1128 -1.7410
C 2.1749 -2.3379 -1.1662
C 0.8140 -2.1731 -0.4704
O -0.0593 -1.4978 -1.3721
C 0.2193 -3.5396 -0.0755
N -1.1271 -3.5503 0.4331
C -1.4171 -2.8794 1.6661
C -1.8040 -1.3864 1.4822
N -2.3096 -1.1719 0.1038
C -2.9515 0.1296 -0.0601
C -4.1753 0.4028 0.5283
C -4.7669 1.6412 0.3627
C -4.1335 2.6288 -0.3955
O -4.6138 3.8566 -0.6207
C -5.8621 4.2320 -0.0724
C -2.8930 2.3385 -0.9812
C -2.3104 1.1036 -0.8158
C -3.1469 -2.3192 -0.3084
C -2.2300 -3.5381 -0.5084
C 3.5239 -0.2922 0.3693
C 4.2037 0.7299 1.0133
H 7.4326 3.4985 1.3792
H 7.1483 1.7571 1.3035
H 7.1401 2.7158 -0.1766
H 5.1175 2.9680 2.1029
H 5.1104 3.9312 0.6185
H 4.5656 2.8745 -1.5537
H 3.3667 1.0576 -2.7141
H 2.9286 -2.7331 -0.4811
H 2.0666 -3.0290 -2.0081
H 0.9424 -1.5403 0.4218
H 0.5096 -0.9877 -1.9733
H 0.2429 -4.1957 -0.9474
H 0.8718 -3.9752 0.6864
H -2.2481 -3.4083 2.1437
H -0.5555 -2.9557 2.3289
H -2.5853 -1.1083 2.1918
H -0.9536 -0.7206 1.6365
H -1.4746 -1.1910 -0.5361
H -4.6859 -0.3434 1.1173
H -5.7208 1.8278 0.8271
H -6.6694 3.5991 -0.4504
H -6.0258 5.2572 -0.3977
H -5.8438 4.1975 1.0201
H -2.4125 3.1065 -1.5641
H -1.3571 0.8943 -1.2768
H -3.8926 -2.5095 0.4647
H -3.6616 -2.0693 -1.2366
H -2.8287 -4.4492 -0.3797
H -1.8320 -3.5377 -1.5236
H 3.2524 -1.1714 0.9343
H 4.4374 0.6201 2.0622

## Properties
HOMO-LUMO gap in eV: 8.81
Spin multiplicity: 1
HOMO in eV: -10.8
Total charge: +1

Arrangement y

C22H31N2O3 | ωB97M-V/def2-TZVPD

Atoms and positions in Å:
C 5.7268 0.3625 -0.6747
O 4.4031 0.1805 -0.2201
C 4.1343 0.3690 1.1081
C 5.1079 0.6032 2.0668
C 4.7638 0.8097 3.3931
C 3.4383 0.7831 3.7711
C 2.4573 0.5324 2.8250
C 2.7767 0.3175 1.4905
N 1.7962 0.1224 0.4951
C 0.4304 0.4887 0.7409
C -0.3994 -0.6694 1.3273
N -0.3075 -1.8426 0.4290
C -1.1731 -2.9634 0.8515
C -2.6439 -2.7724 0.4359
O -3.2872 -3.9355 0.8740
C -2.7607 -2.6054 -1.0977
O -2.0235 -1.4981 -1.5740
C -2.5951 -0.2215 -1.5659
C -3.8179 0.1047 -1.0119
C -4.2417 1.4245 -1.0601
C -3.4733 2.4232 -1.6349
C -3.9647 3.8340 -1.6691
C -2.2327 2.0851 -2.1928
C -1.3730 3.1266 -2.8316
C -1.8101 0.7672 -2.1485
C 1.1123 -2.2259 0.2587
C 1.8742 -1.0391 -0.3502
H 6.0978 1.3624 -0.4362
H 5.6804 0.2439 -1.7559
H 6.4030 -0.3899 -0.2579
H 6.1471 0.6432 1.7853
H 5.5373 0.9981 4.1201
H 3.1573 0.9518 4.7984
H 1.4282 0.5235 3.1497
H 0.3906 1.3466 1.4112
H -0.0230 0.7899 -0.2129
H -1.4416 -0.3640 1.4239
H -0.0169 -0.9643 2.3068
H -0.6808 -1.5521 -0.5105
H -0.8264 -3.8880 0.3843
H -1.1220 -3.0972 1.9343
H -3.0627 -1.8823 0.9333
H -4.2334 -3.8982 0.6940
H -3.8120 -2.5366 -1.3944
H -2.3286 -3.4844 -1.5865
H -4.4591 -0.6341 -0.5578
H -5.2021 1.6736 -0.6350
H -4.0587 4.1793 -2.6976
H -3.2654 4.4981 -1.1630
H -4.9344 3.9182 -1.1870
H -1.1289 3.9123 -2.1180
H -1.8996 3.5932 -3.6625
H -0.4487 2.6961 -3.2066
H -0.8710 0.4825 -2.6003
H 1.1743 -3.0930 -0.3996
H 1.5280 -2.4843 1.2355
H 2.9162 -1.3097 -0.5046
H 1.4380 -0.7952 -1.3262

## Properties
HOMO-LUMO gap in eV: 8.51
Spin multiplicity: 1
HOMO in eV: -10.5
Total charge: +1

Pick arrangement w: it beats the second-best structure by 0.084 eV.

Arrangement w

C3H3LiO3Tl | ωB97M-V/def2-TZVPD

Atoms and positions in Å:
O -0.2642 -0.7451 0.7425
C 0.4474 -1.0490 -0.4890
C 1.2218 0.0952 -0.7988
O -0.5329 1.0535 -0.4230
C -0.7145 0.5110 0.7195
O -0.9095 1.1253 1.7827
Tl -2.3078 1.1857 3.0600
H 0.7041 -2.0977 -0.6556
H 1.6631 0.3099 -1.7760
H 1.9544 0.4781 -0.0853
Li -1.2620 -0.8669 -2.0771

## Properties
HOMO-LUMO gap (spin up / spin down) in eV: 7.22 / 5.94
<S²>: 0.761
Spin multiplicity: 2
HOMO (spin up / spin down) in eV: -17.3 / -17.3
Total charge: +2

Arrangement x

C3H3LiO3Tl | ωB97M-V/def2-TZVPD

Atoms and positions in Å:
C 1.0209 -0.9330 -0.9263
C 2.0719 -0.3764 -1.3053
H 2.0855 -1.5716 -1.5965
H 0.3210 -1.7846 -0.8428
H 2.7095 0.4988 -1.4012
C -1.4102 0.4619 0.9875
O -0.7438 0.7380 -0.0572
O -2.6952 0.5732 0.9274
Tl -0.9636 2.5167 -1.7270
O -0.9712 0.0922 2.0892
Li -1.4250 -0.2151 3.8521

## Properties
HOMO-LUMO gap (spin up / spin down) in eV: 9.70 / 8.84
<S²>: 0.755
Spin multiplicity: 2
HOMO (spin up / spin down) in eV: -18.1 / -18.2
Total charge: +2

Pick arrangement x: it beats the second-best structure by 1.557 eV.

Arrangement w

C2H2BrO2S2 | ωB97M-V/def2-TZVPD

Atoms and positions in Å:
C -0.7440 0.1283 -0.3653
C -1.7602 1.1732 0.0898
O 0.3291 0.4267 -0.8558
O -1.1617 -1.1205 -0.2369
S -1.3184 2.7298 -0.0514
S -3.2874 0.5883 0.5782
Br 3.1786 0.2783 0.1466
H 2.0903 0.7179 -0.5326
H -2.1142 -1.1173 -0.0939

## Properties
HOMO-LUMO gap in eV: 7.28
Spin multiplicity: 1
HOMO in eV: -4.1
Total charge: -1

Arrangement x

C2H2BrO2S2 | ωB97M-V/def2-TZVPD

Atoms and positions in Å:
C 2.2234 1.6295 -0.7047
C 2.7032 0.5076 0.2462
O 1.0134 1.8152 -0.8241
O 3.2179 2.1758 -1.1703
S -0.6598 -0.1167 0.9176
S 2.9251 0.6490 1.8336
Br 3.4466 -1.0098 -0.7052
H -1.2291 -0.5940 -0.1900
H 0.0411 0.7934 0.1906

## Properties
HOMO-LUMO gap in eV: 8.08
Spin multiplicity: 1
HOMO in eV: -4.9
Total charge: -1

Pick arrangement w: it beats the second-best structure by 0.678 eV.